(1)
The following is a quantum chemistry calculation of C17H45Br9N8O6P2 as an isolated structure at a distorted geometry, from the OMol25 dataset.

Geometry as XYZ:
```
87
Properties=species:S:1:pos:R:3:forces:R:3:lowdin_charge:R:1
C 0.858 5.041 3.716 -0.53 -0.81 0.86 0.050
N 1.232 4.285 2.468 1.03 0.84 0.09 -0.433
O 2.364 3.852 2.442 0.32 -0.30 0.20 0.053
O 0.470 4.206 1.535 -0.76 0.16 0.32 0.063
H -0.181 4.798 3.923 -0.13 0.45 -0.24 0.093
H 1.072 6.105 3.692 -0.20 -0.01 -0.81 0.101
H 1.431 4.667 4.562 0.25 -0.33 -0.38 0.092
C -1.242 -3.267 -2.737 -0.37 -0.26 -0.25 0.032
N -1.133 -3.470 -4.206 0.98 -0.33 -0.64 -0.450
O -0.280 -4.259 -4.595 -0.64 0.15 0.17 0.045
O -1.752 -2.716 -4.932 -0.16 -0.39 0.36 0.062
H -1.082 -4.175 -2.163 0.32 -0.20 -0.44 0.096
H -2.255 -2.937 -2.539 0.32 0.72 0.15 0.063
H -0.413 -2.576 -2.603 -0.49 0.37 0.71 0.104
O 2.359 4.740 -3.944 -0.01 -0.86 0.93 -0.297
P 2.501 3.647 -2.935 0.96 -0.06 0.22 0.544
N 3.462 4.038 -1.587 -0.54 -0.51 -1.68 -0.314
C 3.220 5.337 -0.954 0.03 -0.91 -1.13 -0.085
C 4.246 3.084 -0.838 0.35 0.75 0.59 -0.134
N 3.260 2.221 -3.509 0.51 0.83 0.35 -0.307
C 4.505 2.538 -4.227 0.51 -0.21 0.51 -0.125
C 2.509 1.185 -4.191 -1.23 0.05 0.71 -0.125
N 1.065 3.161 -2.294 -0.74 -0.41 0.42 -0.289
C -0.155 3.206 -3.070 -0.47 0.42 -1.41 -0.119
C 1.010 2.310 -1.095 0.55 0.41 -0.52 -0.077
H 4.165 5.882 -0.923 -0.10 0.17 0.40 0.085
H 2.753 5.180 0.020 0.09 0.30 0.13 0.062
H 2.548 5.841 -1.650 -0.04 0.42 0.39 0.074
H 3.791 3.010 0.157 0.17 -0.53 0.07 0.063
H 5.258 3.480 -0.681 0.00 0.04 -0.01 0.083
H 4.370 2.124 -1.332 -0.43 0.01 -0.01 0.065
H 4.374 3.281 -5.015 -0.06 -0.15 -0.16 0.079
H 5.271 2.909 -3.540 -0.23 0.27 0.11 0.072
H 4.945 1.614 -4.602 -0.23 0.01 -0.31 0.079
H 2.073 1.589 -5.109 0.26 -0.61 -0.42 0.091
H 3.079 0.258 -4.267 0.48 0.36 -0.68 0.083
H 1.667 0.808 -3.597 -0.09 0.60 0.19 0.064
H -0.275 2.480 -3.888 0.45 -0.51 0.32 0.075
H -1.063 3.093 -2.479 0.24 0.19 0.40 0.078
H -0.209 4.141 -3.634 0.02 0.21 0.39 0.077
H 1.322 1.284 -1.315 -0.35 -0.20 0.05 0.076
H -0.002 2.378 -0.713 -0.06 -0.33 0.15 0.062
H 1.686 2.682 -0.329 -0.04 0.13 0.01 0.047
O -1.921 -1.356 -0.422 -0.24 0.30 -0.11 -0.283
P -1.674 -1.381 1.025 -0.68 0.27 2.95 0.558
N -1.288 0.117 1.726 0.72 -0.99 -0.47 -0.299
C -1.972 1.298 1.272 -0.93 0.10 0.11 -0.124
C -0.700 0.244 3.059 0.81 0.26 -1.07 -0.112
N -0.479 -2.420 1.550 0.31 0.91 -0.82 -0.306
C -0.763 -3.738 2.082 -0.57 -0.30 -0.63 -0.106
C 0.890 -2.220 1.040 -0.29 0.03 0.92 -0.158
N -3.031 -1.825 1.975 0.01 -1.00 -1.55 -0.285
C -3.033 -2.026 3.410 0.35 0.90 0.59 -0.123
C -4.126 -2.525 1.293 0.49 0.16 0.27 -0.162
H -2.081 1.296 0.188 0.27 0.19 0.01 0.074
H -1.478 2.189 1.663 0.29 0.01 -0.44 0.068
H -2.999 1.357 1.673 0.01 -0.13 0.03 0.075
H 0.176 0.898 2.959 0.04 0.07 0.12 0.077
H -0.306 -0.724 3.358 -0.30 0.05 0.43 0.064
H -1.353 0.745 3.778 -0.30 -0.50 0.14 0.084
H -1.654 -4.140 1.587 -0.31 0.10 0.46 0.077
H -0.026 -4.490 1.791 0.47 0.41 0.15 0.085
H -0.876 -3.727 3.166 0.01 -0.23 0.01 0.073
H 1.070 -1.363 0.391 -0.70 0.06 -0.11 0.076
H 1.506 -2.025 1.920 0.44 -0.33 -0.19 0.045
H 1.188 -3.124 0.517 0.26 0.06 -0.02 0.032
H -3.528 -1.164 3.870 0.03 -0.07 0.26 0.086
H -3.552 -2.911 3.788 -0.18 -0.20 -0.66 0.076
H -2.036 -2.103 3.844 0.05 0.24 -0.17 0.057
H -3.997 -3.611 1.381 -0.18 -0.08 -0.15 0.069
H -4.126 -2.210 0.253 -0.12 -0.24 -0.04 0.003
H -5.072 -2.240 1.753 -0.06 -0.11 -0.03 0.048
C -6.670 -0.767 -1.313 0.58 -0.83 0.26 -1.540
Br -7.790 -2.337 -0.937 0.26 0.68 -0.17 0.538
Br -5.102 -1.309 -2.326 -0.25 0.14 0.03 0.585
Br -6.097 0.067 0.348 -0.43 0.20 -0.50 0.591
H -7.201 -0.074 -1.950 -0.21 0.05 0.30 -0.026
C 5.011 -3.229 0.421 0.52 0.54 0.35 -1.608
Br 6.761 -3.499 1.266 -0.47 -0.12 -0.62 0.548
Br 4.755 -1.340 0.107 -0.02 0.02 -0.20 0.559
Br 3.656 -3.876 1.562 -0.23 -0.59 0.52 0.649
H 4.876 -3.742 -0.522 0.58 -0.04 0.00 -0.017
C -3.442 -6.662 3.986 -1.01 -0.38 0.85 -1.543
Br -5.319 -6.059 3.803 0.77 -0.16 0.22 0.517
Br -3.310 -8.510 3.410 0.15 0.63 -0.15 0.555
Br -2.815 -6.578 5.864 -0.30 0.29 -1.02 0.518
H -2.903 -5.960 3.366 0.41 -0.31 0.06 -0.051
```
Forces are in eV/Å.

E_tot = -25412.884282 Ha
HOMO = -8.44 eV
ΔE to the lowest compared entry with this formula, charge and spin = 0.0 kcal per mole

=====

(2)
The following is a quantum chemistry calculation of a 8-piece molecular cluster, C17H45ClO12S2 overall at a distorted geometry, from the OMol25 dataset.

Geometry as XYZ:
```
77
Properties=species:S:1:pos:R:3:forces:R:3:lowdin_charge:R:1
C 1.277 -3.025 -0.105 -0.66 0.89 -0.45 -0.156
C 0.347 -1.766 -0.060 0.68 -0.39 -0.28 -0.496
S -0.695 -1.719 1.447 -0.14 -0.16 0.23 0.928
C -2.446 -2.087 1.003 1.02 0.17 -0.43 -0.353
C -3.255 -0.782 0.539 0.89 -2.87 0.07 -0.416
C -4.628 -0.927 1.243 -0.42 1.92 -0.42 -0.097
C -5.865 -0.337 0.467 -0.57 -0.50 1.31 -0.157
C -7.008 -1.415 0.381 0.00 0.87 -0.55 -0.232
C -7.021 -2.214 -0.958 -0.95 0.60 1.68 -0.237
S -5.916 -3.658 -1.017 0.25 -1.20 -3.52 0.373
O -4.629 -3.357 -1.591 0.06 0.96 1.65 -0.339
O -6.587 -4.641 -1.826 -0.72 0.09 1.17 -0.351
Cl -5.683 -4.475 0.866 -0.17 0.56 -0.39 0.419
C -3.169 -0.753 -1.009 -2.14 0.77 -1.40 -0.088
O -2.807 0.626 -1.278 1.74 -0.58 0.12 0.050
C -1.910 0.885 -0.262 -3.95 -2.00 0.71 -0.543
O -0.873 1.383 -0.319 2.54 1.98 -0.28 0.216
O -2.487 0.370 0.888 -0.20 0.34 -0.19 0.028
H 0.674 -3.949 -0.194 0.46 0.38 0.18 0.071
H 1.929 -2.889 -0.986 -0.28 -0.38 0.45 0.051
H 1.933 -3.018 0.782 -0.41 -0.24 -0.36 0.070
H 1.017 -0.883 -0.021 -0.60 -0.31 0.18 0.076
H -0.246 -1.649 -0.989 0.14 -0.21 0.57 0.074
H -2.889 -2.580 1.886 0.29 0.44 -0.27 0.076
H -2.398 -2.855 0.204 -0.42 0.48 0.32 0.086
H -4.867 -1.960 1.545 0.52 0.38 -0.43 0.061
H -4.549 -0.352 2.193 0.15 -0.45 -0.48 0.139
H -5.625 0.113 -0.512 -0.07 -0.39 0.38 0.109
H -6.292 0.481 1.085 0.37 -0.34 -0.46 0.113
H -7.976 -0.871 0.443 0.47 -0.43 -0.24 0.116
H -7.006 -2.089 1.262 0.13 0.35 -0.55 0.086
H -8.050 -2.598 -1.110 0.80 -0.29 0.02 0.110
H -6.818 -1.526 -1.797 0.49 -0.72 0.19 0.119
H -4.111 -0.844 -1.590 0.28 -0.27 0.88 0.115
H -2.527 -1.500 -1.517 0.28 0.64 0.74 0.130
C 0.188 -4.850 4.061 -0.07 0.35 -0.17 -0.169
O -0.086 -3.488 4.351 -0.05 -0.06 0.11 -0.155
H 0.363 -5.375 4.999 -0.02 0.06 0.00 0.074
H -0.665 -5.305 3.548 0.09 -0.19 -0.01 0.072
H 1.080 -4.929 3.434 -0.01 -0.20 -0.01 0.073
H -0.238 -3.042 3.506 0.08 0.06 0.03 -0.027
C 1.759 4.325 0.436 -0.34 -0.24 -0.12 -0.139
O 0.580 3.828 1.063 0.08 -0.02 0.15 -0.130
H 2.225 5.053 1.098 -0.08 -0.02 0.03 0.056
H 2.456 3.503 0.255 0.17 0.16 -0.12 0.084
H 1.501 4.809 -0.508 0.27 0.03 -0.05 0.068
H 0.185 3.187 0.461 -0.06 -0.06 0.12 0.038
C 0.906 4.776 -3.865 0.20 0.26 0.04 -0.162
O 2.178 4.888 -3.237 0.00 -0.01 0.01 -0.134
H 0.561 3.749 -3.764 0.08 0.02 0.04 0.077
H 0.188 5.445 -3.382 -0.15 -0.08 -0.10 0.075
H 0.987 5.026 -4.926 -0.18 -0.05 -0.03 0.073
H 2.466 5.802 -3.336 0.05 -0.13 0.07 0.075
C 4.823 -2.179 -2.112 0.14 -0.12 0.38 -0.159
O 4.220 -2.523 -0.865 0.13 -0.02 -0.03 -0.143
H 4.037 -1.903 -2.811 0.00 0.01 0.07 0.074
H 5.498 -1.332 -1.980 -0.01 0.02 -0.21 0.070
H 5.375 -3.034 -2.510 0.03 0.11 -0.18 0.079
H 4.930 -2.763 -0.261 -0.14 0.04 0.00 0.079
C 7.212 -0.427 -4.695 -0.22 -0.06 -0.25 -0.150
O 5.876 -0.905 -4.585 0.01 -0.01 -0.05 -0.138
H 7.628 -0.333 -3.693 -0.09 -0.03 0.00 0.077
H 7.818 -1.133 -5.270 0.16 0.09 0.05 0.076
H 7.223 0.551 -5.182 0.18 0.02 0.05 0.076
H 5.526 -0.982 -5.479 -0.03 -0.01 0.14 0.080
C 4.730 6.391 2.357 -0.36 0.12 0.10 -0.159
O 3.995 7.470 1.789 0.03 0.02 -0.07 -0.132
H 5.731 6.388 1.932 -0.06 0.09 -0.05 0.079
H 4.797 6.520 3.440 0.14 -0.18 0.01 0.077
H 4.238 5.443 2.126 0.18 -0.12 0.10 0.059
H 3.114 7.454 2.178 0.09 0.06 -0.08 0.071
C 1.119 1.009 4.030 0.01 0.24 -0.32 -0.158
O 2.075 0.960 2.978 0.11 -0.02 -0.05 -0.135
H 1.258 0.141 4.672 0.07 -0.01 -0.09 0.077
H 1.262 1.921 4.617 -0.15 -0.06 0.14 0.074
H 0.110 0.992 3.610 -0.08 -0.02 0.19 0.069
H 1.929 1.737 2.425 -0.05 -0.10 0.03 0.054
```
Forces are in eV/Å.

E_tot = -2833.987725 Ha
SMILES = CCSC[C@]1(CCCCS(=O)(=O)Cl)COC(=O)O1.CO.CO.CO.CO.CO.CO.CO
HOMO = -8.48 eV

=====

(3)
The following is a quantum chemistry calculation of C17H45F4HfN3O10S as an isolated structure at a distorted geometry, from the OMol25 dataset.

Geometry as XYZ:
```
81
Properties=species:S:1:pos:R:3:forces:R:3:lowdin_charge:R:1
Hf -0.184 -2.313 1.388 6.78 3.00 -6.11 2.207
F -0.185 -1.083 -0.513 -0.54 -2.45 3.59 -0.419
C 3.500 -1.858 -1.463 -1.15 -1.20 0.10 -0.661
F 4.275 -2.304 -2.418 0.57 0.05 0.07 0.196
F 4.124 -1.004 -0.669 0.05 0.18 -0.13 0.156
F 2.437 -1.293 -2.037 0.01 0.26 0.35 0.133
S 2.942 -3.356 -0.441 1.44 -2.46 -0.37 0.590
O 2.438 -4.376 -1.353 -0.03 1.50 0.63 -0.273
O 4.103 -3.741 0.340 -1.01 0.85 -0.55 -0.263
O 1.864 -2.870 0.484 -2.26 1.10 1.19 -0.461
C -3.560 -0.613 -1.882 -0.59 0.96 0.67 -0.060
C -2.807 0.188 -2.930 -0.49 -1.68 -0.82 -0.433
C -2.836 1.696 -2.712 -0.31 -0.26 0.36 -0.211
O -4.118 2.272 -2.867 0.12 -0.40 -0.14 -0.164
C -4.068 3.682 -2.791 -0.08 0.21 0.46 -0.097
N -1.466 -0.390 -3.003 0.54 1.00 0.26 0.050
H -3.575 -1.690 -2.033 0.06 0.07 -0.35 0.078
H -4.578 -0.228 -1.794 -0.10 -0.25 -0.08 0.087
H -3.107 -0.422 -0.897 0.18 -0.02 0.10 0.042
H -3.238 -0.109 -3.891 -0.38 0.64 -0.05 0.147
H -2.137 2.198 -3.388 0.20 -0.07 -0.02 0.125
H -2.490 1.801 -1.671 0.20 0.52 0.15 0.114
H -5.035 4.131 -3.011 -0.10 -0.42 -0.30 0.096
H -3.320 4.100 -3.468 0.04 -0.01 -0.03 0.093
H -3.855 3.996 -1.763 0.32 0.03 0.06 0.070
H -1.081 -0.519 -2.069 -0.05 0.11 -0.17 0.009
H -0.887 0.329 -3.433 0.37 -0.41 -0.21 0.052
C 3.373 2.227 -0.021 0.39 -0.36 -0.44 -0.028
C 1.979 2.559 -0.429 -1.91 1.94 -0.88 -0.404
C 1.452 1.932 -1.723 0.78 0.19 0.31 -0.195
O 2.242 2.452 -2.783 -0.07 -0.68 0.16 -0.162
C 2.184 1.637 -3.944 0.05 0.62 -0.83 -0.085
N 1.032 2.385 0.709 0.93 -0.87 0.51 0.054
H 3.658 2.805 0.859 0.15 -0.18 0.06 0.094
H 4.084 2.433 -0.822 -0.12 0.32 -0.01 0.103
H 3.485 1.152 0.128 -0.06 -0.01 0.41 0.056
H 1.822 3.629 -0.612 1.10 0.15 -0.44 0.148
H 0.423 2.255 -1.910 -0.27 -0.28 0.27 0.123
H 1.520 0.845 -1.621 -0.15 -0.14 -0.37 0.101
H 2.849 0.775 -3.894 -0.24 -0.22 0.26 0.086
H 2.507 2.221 -4.808 0.32 0.26 0.29 0.096
H 1.163 1.378 -4.238 -0.12 -0.38 0.47 0.080
H 1.445 3.021 1.389 -0.17 -0.27 0.44 0.098
H 0.140 2.829 0.530 -0.16 -0.33 -0.34 0.058
C -0.440 1.000 3.802 0.86 -0.62 -1.17 -0.020
C -1.670 0.601 2.971 -0.18 0.18 2.65 -0.361
C -2.477 1.799 2.515 -0.18 0.19 0.01 -0.194
O -1.766 2.487 1.539 1.00 -0.57 -0.88 -0.230
C -2.357 3.659 1.031 -0.72 0.90 0.12 -0.072
N -1.368 -0.283 1.792 -0.59 0.96 0.00 -0.037
H 0.070 0.072 4.074 -0.06 0.08 0.49 0.058
H -0.643 1.612 4.677 -0.46 -0.28 0.04 0.106
H 0.308 1.545 3.223 -0.23 0.12 -0.25 0.069
H -2.307 0.067 3.681 -0.18 -0.15 -0.22 0.147
H -2.615 2.498 3.344 -0.53 -0.44 0.30 0.153
H -3.417 1.395 2.115 -0.32 0.51 0.08 0.144
H -2.231 4.514 1.702 0.00 -0.20 0.31 0.105
H -3.429 3.519 0.874 0.01 -0.05 -0.16 0.100
H -1.894 3.973 0.096 0.10 -0.50 -0.10 0.090
H -1.032 0.536 1.252 1.27 -0.97 -1.01 0.089
H -2.280 -0.321 1.320 -0.14 -0.61 -0.01 0.093
C 2.647 -0.347 2.389 -0.55 -0.22 -0.94 -0.169
C 2.426 -1.345 3.491 0.19 0.61 0.86 -0.148
O 1.588 -2.429 3.034 -1.37 0.11 0.05 -0.166
O 1.516 -0.324 1.505 -0.92 -1.55 0.53 -0.194
H 3.496 -0.699 1.802 0.27 0.64 0.08 0.126
H 2.657 0.675 2.766 1.02 -0.15 0.29 0.140
H 1.979 -0.898 4.380 -0.13 -0.07 -0.08 0.122
H 3.372 -1.795 3.793 0.06 0.13 -0.07 0.153
H 1.929 -3.192 3.515 -0.41 -0.44 -0.43 0.133
H 1.475 0.578 1.096 -0.87 0.32 -0.11 0.052
C -0.514 -5.234 -0.150 0.14 -1.38 -0.29 -0.162
C 0.196 -5.598 1.165 0.18 -1.22 -1.46 -0.125
O 0.060 -4.509 2.110 -0.88 0.68 0.35 -0.161
O -0.417 -3.850 -0.467 -0.71 0.73 1.90 -0.155
H -1.561 -5.546 -0.133 -0.06 0.23 0.27 0.138
H -0.067 -5.774 -0.986 0.27 -0.19 0.27 0.151
H 1.232 -5.932 1.084 0.29 1.04 -0.34 0.148
H -0.239 -6.510 1.579 -0.62 0.31 0.07 0.148
H -0.221 -4.954 2.923 -0.02 0.54 0.28 0.147
H -0.520 -3.748 -1.425 0.19 0.72 0.04 0.154
```
Forces are in eV/Å.

E_tot = -2436.478986 Ha
charge = +2
HOMO = -13.61 eV